Computed, not measured: a structure of composition C8H17NO, with the ωB97M-V functional and the def2-TZVPD basis.

Summary:
energy = -444.83991 a.u.
molecular weight = 143.23 Da
highest occupied orbital energy (alpha / beta) = -6.4 / -6.4 eV
total charge = 0
LUMO energy (alpha / beta) = 0.70 / 0.70 eV

Geometry (Å):
1 C -0.182 -0.645 -1.573
2 C -1.372 -0.999 -2.492
3 N 1.062 -1.334 -1.935
4 C -0.550 -0.952 -0.150
5 C -1.403 -0.076 0.643
6 H 0.005 0.429 -1.662
7 H 0.960 -2.336 -1.806
8 H 1.278 -1.179 -2.914
9 H -0.511 -2.005 0.111
10 H -1.125 -0.760 -3.529
11 H -2.271 -0.445 -2.219
12 H -1.596 -2.066 -2.432
13 H -1.985 0.638 0.064
14 H -2.015 -0.604 1.366
15 C 2.213 -0.091 0.915
16 C 0.001 2.132 0.803
17 C -0.249 0.813 1.515
18 C -0.289 0.838 2.888
19 O 0.815 -0.387 0.997
20 H 2.384 0.898 0.481
21 H 2.656 -0.134 1.910
22 H 2.659 -0.845 0.269
23 H 0.783 2.706 1.300
24 H -0.914 2.726 0.798
25 H 0.303 1.977 -0.233
26 H -0.471 -0.065 3.454
27 H -0.188 1.766 3.433

Forces on atoms 1 to 6 (eV/Å):
0.04 -0.08 -0.16
0.10 0.03 0.18
-0.15 0.04 0.06
1.28 0.48 0.58
0.53 0.26 0.39
-0.02 -0.02 0.05